(1)
{
  "formula": "C26H45CoF5P2",
  "method": "ωB97M-V/def2-TZVPD",
  "species": ["H", "H", "C", "P", "C", "C", "H", "H", "P", "C", "C", "C", "C", "C", "C", "C", "H", "H", "H", "H", "H", "H", "C", "H", "H", "H", "H", "H", "H", "H", "H", "H", "C", "H", "C", "C", "H", "H", "H", "C", "Co", "H", "H", "H", "F", "H", "H", "H", "H", "C", "H", "H", "H", "C", "C", "C", "H", "C", "F", "H", "F", "C", "C", "C", "C", "H", "H", "H", "H", "H", "C", "H", "H", "F", "H", "H", "F", "C", "H"],
  "positions_angstrom": [[-3.99, -0.59, 1.86], [4.03, -0.03, 0.23], [-1.08, 3.21, 0.43], [0.65, -2.19, 1.12], [-0.27, -3.69, 0.56], [1.65, -2.32, -2.30], [-1.73, 2.89, -0.40], [-4.62, -1.58, 0.54], [-0.35, 1.74, 1.18], [4.63, 1.42, 3.64], [3.77, -0.51, -0.72], [-1.58, 1.24, 2.41], [-4.55, 0.54, 0.09], [3.28, 0.73, 3.57], [1.01, 2.42, 2.21], [-2.54, -1.06, 0.31], [-3.07, -2.34, -2.81], [-0.85, 2.53, -2.61], [-0.05, -4.53, 1.23], [4.50, -0.14, -1.47], [-1.81, -1.31, 1.09], [3.71, 2.57, -1.46], [2.90, 2.34, -0.74], [0.69, -2.82, -2.47], [-1.26, 0.32, 2.92], [-5.46, 0.25, -0.48], [-4.27, -2.05, -1.55], [2.18, -3.86, 1.92], [-1.31, 0.40, -3.47], [1.77, 2.91, 1.61], [1.51, 1.65, 2.80], [-1.73, 2.01, 3.17], [0.20, -2.15, 2.90], [2.36, 3.28, -0.57], [-0.48, -0.31, -3.58], [0.25, 2.54, -2.60], [-3.44, -0.30, -3.76], [0.84, -1.42, 3.42], [2.19, -2.41, -3.26], [0.53, -0.02, -2.50], [-1.26, 0.08, -0.92], [2.96, -2.25, 1.89], [-0.85, -1.87, 3.05], [0.64, 3.17, 2.93], [4.95, 1.84, 2.38], [-4.88, -0.21, -2.74], [0.03, -3.96, -0.46], [-0.94, -1.30, -3.43], [3.43, 2.10, 0.20], [2.03, 1.23, -1.24], [3.87, -1.59, -0.62], [-1.68, 3.78, 1.14], [0.37, -3.15, 3.32], [2.31, -2.94, 1.33], [1.51, -0.91, -1.93], [-3.59, 1.30, -0.77], [2.79, -3.17, 0.37], [-3.36, -1.61, -2.02], [2.85, 0.25, 4.76], [-0.15, -0.26, -4.63], [3.38, -0.32, 2.69], [0.78, 1.32, -1.95], [-3.77, -0.26, -2.71], [2.42, -0.12, -1.20], [-2.22, -1.40, -1.02], [-1.35, -3.50, 0.55], [-1.29, -1.94, -1.25], [-2.54, 1.04, 1.93], [0.62, 2.56, -3.65], [-2.60, 1.61, -2.61], [-3.93, -0.73, 0.76], [2.21, -2.94, -1.59], [-4.92, 1.23, 0.88], [4.63, 2.50, 4.45], [-3.32, 2.27, -0.35], [-0.33, 3.87, -0.01], [5.58, 0.55, 4.06], [-3.20, 0.92, -2.01], [0.58, 3.47, -2.09]],
  "orbital_gap_ev": [7.98, 5.90],
  "multiplicity": 5,
  "de_lowest_kj_mol": 113.4,
  "charge": 1,
  "e_tot_ev": -97473.27551,
  "e_homo_ev": [-10.3, -10.3],
  "s_squared": 6.05
}



(2)
{
  "formula": "C26H45F3N4O3",
  "method": "ωB97M-V/def2-TZVPD",
  "species": ["H", "N", "C", "H", "C", "H", "H", "C", "H", "C", "H", "C", "H", "H", "H", "C", "H", "H", "O", "C", "N", "O", "H", "H", "H", "C", "F", "N", "H", "H", "H", "C", "C", "F", "C", "H", "H", "F", "C", "H", "H", "H", "C", "O", "H", "C", "H", "H", "C", "H", "C", "H", "H", "C", "H", "H", "H", "C", "C", "H", "H", "C", "C", "H", "H", "C", "H", "C", "H", "H", "H", "C", "H", "H", "C", "H", "N", "H", "C", "H", "H"],
  "positions_angstrom": [[-0.70, 2.29, 0.90], [-0.09, 5.30, 4.18], [-1.36, 1.50, -2.34], [-0.18, 2.63, -6.05], [-0.65, -3.27, 3.19], [-2.40, 1.63, -2.01], [-1.03, -1.15, 3.24], [-1.23, 0.27, -3.23], [0.62, -1.58, 3.67], [-0.42, -1.88, 3.76], [-1.84, 4.15, -1.65], [4.16, 2.44, 2.42], [-0.65, -6.14, 3.27], [-0.20, 3.67, -1.19], [-1.54, 4.04, -4.70], [0.09, 4.64, 3.25], [-1.48, -0.62, -2.65], [0.42, 4.48, 1.20], [1.40, 2.78, -2.72], [-0.84, 3.93, -2.04], [-0.36, -3.21, 1.72], [1.40, 2.98, 2.22], [1.19, -3.81, -0.45], [0.27, -0.71, -4.45], [3.87, 1.76, 0.38], [3.29, 1.83, 1.31], [-2.57, 2.51, 3.45], [0.47, 2.56, -3.57], [1.37, 2.08, 0.35], [0.06, -4.40, 4.87], [-0.68, -1.87, 4.82], [2.22, 1.27, -4.70], [0.16, -4.16, -0.48], [-0.58, 1.84, 3.79], [0.20, 0.14, -3.76], [0.87, -0.07, -2.92], [2.98, 0.82, 1.58], [-1.80, 0.85, 2.34], [-1.92, 3.20, -4.13], [-2.84, 3.50, -3.64], [-2.79, -3.01, 2.94], [2.62, 2.18, -5.14], [-1.49, 2.03, 2.86], [0.56, -2.39, 1.39], [0.71, 1.24, -6.64], [-0.37, -4.48, 0.92], [1.60, -5.12, 1.48], [1.07, -6.28, 3.54], [-2.10, -3.66, 3.48], [2.32, 3.59, 0.47], [0.57, -5.47, 1.61], [-0.45, -3.40, -0.96], [-0.89, 1.02, -5.95], [0.32, -4.28, 3.81], [3.76, 2.20, 3.41], [4.20, 3.53, 2.34], [1.33, -3.87, 3.77], [0.71, 1.39, -4.48], [-0.92, 2.80, -3.04], [2.74, 1.08, -3.77], [0.12, -5.07, -1.08], [0.30, -5.64, 3.11], [-1.80, -5.06, 0.77], [-2.28, -3.53, 4.55], [-0.75, 1.36, -1.45], [-2.06, 3.82, 1.19], [-0.44, 4.84, -2.49], [-0.99, 2.96, 1.73], [-1.94, -5.42, -0.24], [2.40, 0.44, -5.39], [-2.55, -4.30, 0.96], [2.06, 2.66, 0.99], [-1.95, 0.31, -4.05], [0.50, -6.43, 1.10], [0.04, 1.58, -5.85], [-2.16, 2.39, -4.82], [-2.79, 4.47, 0.60], [-2.34, -4.69, 3.24], [0.28, 3.80, 2.06], [5.18, 2.06, 2.35], [-1.98, -5.89, 1.45]],
  "orbital_gap_ev": [8.60, 9.88],
  "multiplicity": 3,
  "e_tot_ev": -47943.60878,
  "e_homo_ev": [-8.1, -9.4],
  "s_squared": 2.01
}



(3)
{
  "formula": "C26H45N2O5",
  "method": "ωB97M-V/def2-TZVPD",
  "species": ["H", "H", "C", "H", "C", "H", "H", "H", "O", "C", "C", "H", "H", "H", "C", "H", "C", "H", "C", "C", "H", "C", "H", "C", "C", "H", "O", "H", "C", "H", "H", "N", "O", "C", "C", "H", "N", "C", "O", "H", "O", "H", "H", "C", "C", "C", "H", "H", "H", "C", "H", "H", "C", "C", "C", "C", "H", "H", "C", "H", "H", "H", "H", "H", "H", "H", "H", "C", "C", "H", "H", "H", "H", "H", "H", "H", "H", "H"],
  "positions_angstrom": [[1.75, 0.77, 1.25], [0.62, -0.57, -3.66], [-1.81, -1.10, -2.67], [2.56, 2.68, -0.40], [-6.42, 4.71, 0.86], [-8.24, 3.80, 4.70], [4.24, -3.96, 1.66], [3.89, 2.97, -1.48], [4.25, -2.25, 3.50], [5.95, -6.95, -0.06], [2.82, 2.74, -1.45], [7.56, -7.57, -1.34], [5.31, -8.88, -0.73], [-3.27, 4.86, -0.63], [2.63, 1.41, -2.19], [3.37, 2.43, -3.90], [-11.04, 4.26, 2.67], [0.26, 0.09, 0.63], [-9.61, 3.95, 3.08], [7.42, -7.01, -0.41], [1.57, -1.88, -2.08], [1.03, -1.07, -1.59], [1.75, -1.86, 0.91], [1.94, -0.37, -0.59], [5.26, -8.27, 0.17], [7.10, -1.60, 2.55], [5.37, -5.90, 0.04], [0.89, 1.51, -0.15], [-9.28, 4.04, 4.55], [2.31, 3.54, -1.97], [2.97, -2.28, -0.26], [-1.54, 1.20, -2.13], [3.78, -0.62, -1.95], [-3.73, 0.16, -2.07], [3.58, 1.48, -3.40], [-3.79, -1.94, -2.60], [3.04, 0.25, -1.36], [5.27, -2.63, 2.98], [-5.35, 3.50, -0.88], [-3.61, 5.09, 1.10], [-8.78, 3.64, 2.26], [6.48, -1.36, 4.20], [0.56, 2.04, -2.29], [6.61, -2.09, 3.40], [0.50, -0.10, -2.69], [1.18, 1.28, -2.75], [7.80, -6.00, -0.55], [3.37, 0.70, -4.12], [4.21, -8.09, 0.42], [1.19, 0.58, 0.33], [5.70, -3.23, 0.97], [4.62, 1.48, -3.09], [5.27, -3.66, 1.87], [2.56, -1.45, 0.31], [-1.01, 0.03, -2.49], [-5.27, 4.38, -0.06], [7.98, -7.49, 0.39], [-11.72, 3.56, 3.17], [-2.86, 1.23, -1.94], [-7.26, 4.06, 0.65], [0.22, -1.54, -1.03], [5.84, -4.53, 2.17], [-9.47, 5.06, 4.91], [-9.90, 3.34, 5.11], [-4.78, 0.27, -1.88], [5.73, -8.81, 1.00], [3.27, -1.02, 1.02], [-3.18, -1.06, -2.47], [-4.01, 5.20, 0.09], [1.25, 1.55, -3.80], [-3.29, 2.18, -1.64], [-6.73, 5.75, 0.70], [7.25, -2.90, 3.76], [-11.29, 5.28, 2.96], [-6.12, 4.58, 1.90], [-11.14, 4.15, 1.60], [-1.34, -2.03, -2.95], [-4.23, 6.26, -0.10]],
  "orbital_gap_ev": [8.53, 9.61],
  "multiplicity": 2,
  "e_tot_ev": -40907.45041,
  "e_homo_ev": [-7.8, -8.9],
  "s_squared": 0.75
}



(4)
{
  "formula": "C26H45Si4",
  "method": "ωB97M-V/def2-TZVPD",
  "species": ["H", "C", "H", "Si", "H", "H", "Si", "H", "C", "C", "C", "H", "H", "C", "C", "C", "H", "C", "H", "C", "H", "H", "C", "H", "C", "H", "H", "H", "H", "C", "H", "H", "H", "C", "H", "Si", "H", "H", "C", "Si", "H", "H", "C", "H", "C", "C", "H", "H", "C", "C", "H", "H", "H", "H", "C", "C", "H", "H", "C", "C", "H", "H", "C", "H", "H", "C", "H", "H", "H", "H", "H", "H", "H", "H", "C"],
  "positions_angstrom": [[-3.61, 6.40, 15.52], [-5.02, 0.63, 8.10], [-4.41, 8.27, 11.65], [-1.24, 3.20, 14.06], [0.17, 7.93, 14.87], [-0.13, 1.47, 7.18], [-1.31, 5.48, 13.52], [5.69, 3.27, 7.25], [2.16, 5.41, 12.32], [2.35, 2.55, 7.43], [-3.89, 2.75, 8.53], [3.72, -0.37, 6.25], [-3.67, 2.51, 13.95], [0.60, 7.81, 11.46], [-3.82, 0.08, 7.64], [-2.65, 0.84, 7.65], [-2.77, 7.88, 14.98], [-1.40, 3.02, 8.16], [-1.55, 3.98, 7.64], [4.78, 2.68, 7.21], [-1.71, 0.45, 7.26], [-3.77, -0.96, 7.30], [-1.18, 3.52, 15.92], [-7.02, 0.46, 7.44], [3.57, 3.25, 7.59], [1.20, 2.62, 13.78], [5.94, -0.22, 5.83], [3.07, 6.02, 12.30], [-6.01, 2.33, 8.89], [-3.60, 7.18, 14.74], [2.33, 4.58, 13.01], [0.49, 7.33, 10.48], [0.21, 1.22, 14.19], [-2.66, 2.17, 8.13], [-1.32, 3.37, 9.18], [0.73, 6.54, 12.86], [-0.29, 4.10, 16.20], [1.17, 4.24, 8.05], [-6.32, -0.11, 8.06], [-3.45, 6.46, 13.02], [1.93, 7.86, 14.54], [-6.20, -1.12, 7.66], [6.13, 0.80, 6.20], [-3.98, 3.83, 8.77], [1.08, 3.17, 7.78], [0.24, 2.13, 13.58], [-5.79, 5.82, 12.63], [-2.64, 8.47, 11.70], [2.44, 1.19, 7.04], [-2.70, 2.07, 13.68], [-6.76, -0.17, 9.06], [1.58, 0.54, 6.97], [-2.07, 4.06, 16.27], [3.53, 4.26, 7.99], [-4.85, 5.26, 12.58], [0.99, 7.27, 14.57], [-4.55, 7.73, 14.79], [6.86, 0.79, 7.02], [3.66, 0.64, 6.66], [-5.04, 1.96, 8.54], [-2.74, 1.74, 12.63], [1.53, 8.39, 11.45], [4.84, 1.38, 6.70], [0.23, 1.81, 12.53], [-3.39, 7.24, 10.62], [-3.45, 7.73, 11.60], [-1.13, 2.52, 16.41], [-4.74, 4.88, 11.55], [6.57, 1.39, 5.39], [1.10, 6.49, 15.34], [2.01, 5.01, 11.30], [-4.94, 4.41, 13.27], [-0.23, 8.52, 11.62], [-2.57, 1.16, 14.29], [-0.09, 2.47, 7.68]],
  "orbital_gap_ev": 4.07,
  "charge": 1,
  "e_tot_ev": -59196.74124,
  "e_homo_ev": -9.7
}